Molecular formula: C52H77F9N14O6PS
Method: DFT, the ωB97M-V functional and the def2-TZVPD basis

```
160
Properties=species:S:1:pos:R:3:forces:R:3
N -4.266858 -3.235330 2.439216 0.236 -0.195 0.110
C -1.150317 3.118622 0.304498 0.832 0.708 -1.222
P 0.936449 1.503730 2.729053 1.332 -1.571 -2.964
C -5.294729 -3.319061 1.942429 -0.589 -0.070 -0.298
H 8.531271 -3.660189 -7.211926 0.212 -0.005 0.103
F 2.228873 6.027695 6.747826 -0.322 -0.385 -0.169
N 1.265494 -3.513414 1.278963 -0.311 0.003 0.124
H -6.912785 -2.486782 0.890136 0.099 0.012 -0.008
H -0.302033 -0.920754 4.530545 0.235 0.423 -0.153
H -1.007240 4.807355 -1.065843 -0.801 -0.364 0.399
C -4.350797 3.353231 4.512200 -0.730 -0.097 0.528
H 2.722986 -0.509171 -0.889448 0.013 0.226 0.279
H -2.818207 -1.277062 2.248635 -0.084 0.244 0.348
H -4.100939 2.291341 4.655065 0.149 0.322 -0.152
H -2.305622 -2.221320 -1.296487 -0.023 0.018 0.031
H 3.563006 -8.101788 -3.748793 0.007 -0.002 0.022
C -2.671065 5.117759 0.367033 -0.872 0.109 -0.929
H -6.896415 -6.900173 -5.297430 0.017 0.009 -0.012
H 6.071870 2.083707 -1.434753 -0.175 0.043 0.234
C 4.609653 2.691916 0.053921 -0.084 0.235 0.128
H -7.584136 2.174277 -1.027956 0.033 -0.005 0.019
C -4.453333 -0.565535 4.504759 1.559 -0.118 0.558
C 6.349231 -2.282137 -2.717416 0.411 -0.122 -0.296
O 1.215468 -0.119970 3.297034 -1.135 0.366 1.027
H 4.248748 -4.094436 0.438617 0.015 0.046 -0.030
H 1.403744 -0.265512 1.054055 -0.084 0.316 0.164
C -2.990850 -3.054074 -5.552548 0.333 -1.877 0.688
C 0.342198 6.848877 -2.276956 -0.015 0.478 -0.156
N -4.163386 -5.322168 -5.463069 -5.800 -5.729 -2.027
C -6.614067 -3.440980 1.312489 0.026 -0.057 0.338
H -3.079196 5.949252 -0.238400 0.179 -0.030 0.403
H -2.070761 5.549959 1.182091 0.048 -0.073 -0.325
C 1.218381 3.622886 5.619432 -0.370 0.635 1.384
N 0.483039 5.778920 -1.894292 0.534 0.057 -0.244
C 4.446012 0.676661 -1.233899 -0.195 0.588 0.235
H 5.961586 -3.413926 -9.530273 0.000 0.002 0.008
H 0.507853 0.973313 0.254478 0.379 0.373 0.160
H 2.460150 -6.732669 -3.951729 -0.005 0.105 0.089
H 9.972561 -4.422136 -6.517587 -0.010 0.014 0.019
H -2.594136 -1.750703 4.578290 -0.001 0.332 0.210
H 8.406211 -2.004093 -3.032365 -0.015 0.048 -0.022
C 6.019145 -3.418322 -7.430915 -0.371 0.124 -0.360
C 2.185848 -3.736401 0.634693 0.440 -0.081 -0.242
H 0.174533 4.726909 0.750478 0.223 -0.291 0.109
C 3.247462 0.401729 -0.585954 0.045 -0.052 -0.137
F 3.275949 3.772841 4.302079 -0.408 0.108 -0.145
C -2.887527 -0.714877 4.358375 -1.765 0.265 -1.171
H -4.973177 -1.446251 4.112226 0.158 0.178 0.119
C -5.107223 -5.905643 -5.779673 -0.440 -0.098 -0.075
H 2.608577 -7.513429 -2.373913 -0.048 0.008 -0.034
H -1.006614 2.273331 -0.385392 -0.087 -0.092 0.551
H -4.085497 -1.340375 -6.155326 0.113 0.037 -0.070
H 4.500397 1.298732 5.441605 -0.047 -0.103 -0.021
C 3.143956 5.392259 6.003087 0.693 0.442 -0.149
H 4.380679 -3.547224 -8.736894 0.002 0.009 0.014
C -4.350779 -1.795906 -1.078822 0.437 -0.040 -0.286
N 7.256200 -0.190156 5.084870 0.286 -0.110 -0.083
H -9.540843 0.594267 3.889416 -0.002 -0.010 -0.004
H -2.448240 -0.001658 5.068930 0.293 -0.131 -0.392
H 0.714910 8.359774 -3.686755 0.000 -0.001 0.007
H 10.125689 -3.365846 -7.933985 0.067 0.018 0.046
N -4.876086 2.354130 -2.623090 0.221 -0.095 -0.226
O -4.756092 3.628031 3.166386 0.821 0.387 0.356
C 5.142790 1.850569 -0.913319 -0.230 -0.359 -0.109
H -6.575709 -4.183563 0.517567 0.020 0.023 -0.015
C -7.889461 -0.297749 4.837704 -0.454 -0.035 -0.124
H 0.522874 8.924307 -2.016665 -0.003 -0.008 0.000
H -0.896114 8.407281 -2.946268 0.005 0.000 0.008
H 5.120562 3.616555 0.327143 -0.026 -0.226 -0.103
C 3.394999 2.407421 0.691578 0.112 -0.108 -0.022
H -3.868668 3.335700 0.518026 -0.339 0.255 0.176
C 6.302084 0.224464 5.564992 -0.419 0.183 0.229
H 2.564667 -8.114536 -7.139441 -0.002 -0.003 0.005
C -2.540393 -0.407206 2.864447 0.568 -0.444 1.034
F 2.619452 6.395743 3.878295 0.355 -0.432 -0.254
C 7.533181 -2.363349 -3.573504 -0.147 0.007 0.277
H -2.754643 3.526272 2.726742 -0.075 0.117 -0.468
H -0.903223 -0.599262 1.583063 0.329 0.883 -0.072
H -4.828675 4.824474 0.744943 0.111 -0.060 0.452
H 2.345601 1.658694 2.990345 -0.330 0.355 0.243
C 3.148077 -7.214929 -3.270946 0.454 0.264 0.233
F 4.763065 6.136104 4.385996 -0.286 -0.380 -0.476
C 0.020147 -0.862664 3.476223 -0.143 -0.238 0.060
C -3.618376 4.168919 2.491346 -0.638 0.324 -0.201
N 6.536047 -3.688982 -6.445242 -0.085 -0.105 0.168
C 1.333434 0.827793 0.973402 0.254 0.210 -0.118
C 9.772590 -2.368041 -6.120780 -0.025 -0.372 -0.319
H -6.029544 -7.552630 -6.700777 0.001 0.004 0.006
H 3.224066 -4.962124 -0.716346 0.005 0.000 0.017
N -2.951819 -4.156809 -5.104411 6.199 7.896 1.405
C 0.159885 8.218283 -2.761227 -0.005 -0.166 0.065
C 3.363318 -4.021802 -0.189430 -0.312 0.093 0.168
O 1.388764 0.984406 5.869649 1.242 0.744 0.007
H 1.089816 -9.034645 -7.490522 0.002 0.005 0.006
H -5.190942 3.584914 5.187448 0.145 -0.120 -0.289
N 9.919821 -1.460171 -5.438018 0.073 0.207 0.100
O -4.802317 -0.386383 5.892712 2.574 -0.276 0.766
H -9.292416 -1.118003 3.501117 -0.014 0.014 0.001
H 3.015118 3.102484 1.435762 0.104 -0.101 -0.162
H -3.161275 0.432437 2.517054 0.439 -0.010 -0.004
H -6.817117 3.697972 -0.543838 0.028 -0.037 0.016
O -0.744235 1.858940 5.311676 -0.150 1.241 0.085
H -2.728151 -1.784137 -7.208058 -0.019 0.003 0.028
C 2.726446 3.956881 5.521892 0.283 -0.265 0.731
C -1.043385 -0.147914 2.588256 -0.387 -1.278 0.034
C 9.588986 -3.524372 -6.999164 0.148 0.123 -0.054
C -7.063754 3.058860 -1.390218 0.135 -0.026 -0.042
F 3.562395 7.616446 5.360329 0.100 -0.183 -0.018
H 0.231626 -1.898528 3.175714 -0.281 0.239 -0.247
N -6.822620 -0.237828 5.262242 -3.009 0.306 -0.825
H 1.000555 3.354881 0.052785 0.046 -0.084 0.405
H 5.346186 1.435299 6.992227 0.007 0.012 -0.023
C 4.231259 -6.292048 -2.916741 -0.298 -0.409 -0.125
H 7.391810 -1.753270 -4.460981 0.013 -0.001 0.012
N 5.422751 -2.217401 -2.048670 -0.213 -0.122 0.079
C 5.358665 -3.072209 -8.690695 0.069 -0.020 0.148
C 2.678556 1.249034 0.390373 -0.117 -0.422 -0.778
H -2.393404 3.719227 -1.341642 -0.284 0.576 0.194
H 1.354058 3.962715 2.614505 -0.058 -0.397 -0.043
H -6.915711 -6.021225 -6.839110 -0.026 -0.033 0.004
S 0.682796 1.919216 5.004326 -1.684 -1.843 0.840
C -6.311095 -6.640519 -6.178072 0.088 0.172 0.026
F 4.254612 5.284252 6.776739 -0.119 -0.041 -0.222
C 0.247053 3.623573 0.800462 -1.239 0.233 0.114
C -3.880195 4.332330 0.992125 1.377 -0.496 -0.238
C 0.557558 3.277430 2.267723 0.071 0.645 0.411
N -5.249376 -1.504717 -0.431816 -0.240 0.206 -0.060
C -3.059251 -1.721088 -6.170670 -0.442 -0.287 0.124
H 7.699505 -3.395622 -3.874479 -0.071 0.001 -0.018
C -1.813717 4.245859 -0.565869 0.363 -1.024 1.010
O -0.738952 1.213951 2.682257 0.401 -0.218 -0.401
C -3.204013 -2.163647 -1.909494 -0.088 -0.019 0.130
H -7.348743 -3.752086 2.055458 0.063 -0.069 0.027
C 1.103677 -8.057694 -5.631677 0.034 -0.292 -0.472
H -9.948994 -0.653464 5.081769 -0.007 0.002 -0.018
H -3.509160 3.986675 4.827776 -0.101 -0.240 -0.169
N 5.079208 -5.573218 -2.641219 0.291 0.115 0.003
H -3.360927 5.174889 2.888251 -0.273 -0.306 0.125
H -3.057238 -1.415902 -2.686678 -0.014 0.023 0.024
H -3.379503 -3.131505 -2.376878 0.031 0.015 -0.031
C -9.250432 -0.373477 4.294832 0.223 -0.002 0.090
H -2.416224 -1.017172 -5.638781 -0.049 -0.054 -0.060
H 4.481435 -0.056296 6.577264 -0.069 0.032 -0.059
H 3.511026 -3.225776 -0.915431 0.101 -0.010 0.022
C 3.538984 6.365955 4.836749 -0.395 0.984 1.014
F 0.447546 4.647152 5.170119 0.424 -0.287 -0.685
H -7.715418 3.603113 -2.071702 0.012 -0.003 -0.005
C 5.083749 0.758789 6.181171 0.256 -0.189 -0.131
H 5.233833 -1.993139 -8.756942 -0.004 -0.006 0.016
C 1.799123 -8.759974 -6.712235 -0.069 0.095 0.145
H -0.334972 3.565999 2.853430 0.263 -0.095 -0.177
H -1.798065 2.821544 1.130442 0.233 -0.144 -0.215
F 3.351133 3.082463 6.346761 -0.160 0.262 -0.073
H -3.971666 -0.341416 6.390453 0.009 -0.057 -0.332
H -4.781995 0.310059 3.921594 0.059 -0.181 0.249
N 0.559991 -7.508711 -4.786782 -0.288 0.017 0.060
F 0.964644 3.597647 6.967464 0.236 -0.114 -0.204
C -5.837892 2.662798 -2.084225 -0.341 0.115 0.261
H 2.269385 -9.661896 -6.324524 -0.004 0.003 -0.006
H 4.802184 -0.011029 -1.993511 0.011 0.214 0.204
```
Forces are in eV/Å.

Calculated values
Net charge: -1
HOMO level: -4.9 eV
Kohn-Sham gap: 0.2193 Eh
F_max: 0.1971 hartree/bohr